No. 1
Formula: C14H30N4O13PS3
Source: the OMol25 dataset
Level of theory: wB97M-V/def2-TZVPD

Summary:
Calculated total energy ... -89367.2213 eV
HOMO-LUMO gap ... 0.3499 Ha
LUMO level ... -2.659 eV
Highest occupied orbital energy ... -12.18 eV

Geometry as ORCA input:
```
! wB97M-V def2-TZVPD RIJCOSX def2/J DEFGRID3
* xyz 1 1
O -1.9145 -2.1793 -1.3996
H -2.5786 0.4442 2.1859
H 3.7202 1.4245 2.7254
S -5.9447 -7.8029 -0.3772
O -6.6473 -8.9401 0.0865
C -1.6274 -3.5615 -1.1359
H 8.2955 2.2563 0.2181
H 4.7530 2.0410 0.7808
N -0.8773 2.8025 1.7647
H -1.9241 -4.3148 -3.1444
C -3.6296 2.7830 0.6009
N 1.8179 4.3642 3.1607
H -1.9666 -3.7935 -0.1238
H -3.6553 3.7673 1.0886
H -5.7775 -4.8992 -0.4301
H 3.4592 3.4968 -0.3303
S -3.3820 -2.0402 -2.0482
H 2.0163 4.4068 4.1511
O -4.2781 -1.5778 -1.0442
C -6.6566 -5.4466 -0.0790
H 0.2990 4.0083 -0.4117
H -8.4498 -6.3172 -0.9238
O 8.3525 3.8059 -1.1306
H 3.2014 2.1504 -1.4284
H -7.2557 -4.7997 0.5569
H 8.3048 1.5965 -2.7762
O -3.6528 -3.6049 -2.2903
H 7.6232 0.6188 -1.4560
H -7.5296 -5.3117 -2.0663
C 3.0044 2.4951 -0.4003
O 1.5803 2.4646 -0.2403
O -6.7260 -7.1802 -1.6389
H -3.9918 2.8580 -0.4357
O -6.2034 -6.5901 0.6501
N 0.3160 3.3979 1.5621
C -2.1499 0.3191 1.1733
P -1.9160 2.0549 0.5205
H 9.6932 2.2376 -0.8820
H 4.0460 0.6294 -0.0284
O -4.5590 -7.8387 -0.6907
H 2.1150 1.6301 2.0261
O 7.0101 4.5081 -3.0592
O 6.5898 2.3605 -1.9414
O -3.2504 -1.4057 -3.3071
H 2.4761 4.7610 2.5088
H -2.0998 2.4247 3.4752
H 1.7534 4.4367 0.4895
H 2.9828 0.0523 1.9297
N -0.2250 3.4308 3.7397
C 8.6273 2.4382 -0.8068
H -2.8051 -0.2721 0.5084
C -1.1924 2.8305 3.0402
C -7.4494 -6.0117 -1.2379
C 3.8039 1.5370 0.5437
H -1.1472 -0.1063 1.3208
S 6.8858 3.9344 -1.7716
H -4.3067 2.0617 1.0906
H -0.5590 -3.7484 -1.2108
O 5.9966 4.4469 -0.7859
C 1.0428 3.6184 0.3084
H -2.6077 -5.3590 -1.8764
C -2.4206 -4.3290 -2.1718
C 0.6881 3.7585 2.8067
C 3.0851 1.1457 1.8676
C 7.8167 1.6318 -1.8000
*
```

---

No. 2
Formula: C14H31AlBrS
Source: the OMol25 dataset
Level of theory: wB97M-V/def2-TZVPD

Summary:
Calculated total energy ... -102494.2458 eV
HOMO-LUMO gap ... 0.2785 Ha
LUMO level ... 2.758 eV
Highest occupied orbital energy ... -4.82 eV

Geometry as ORCA input:
```
! wB97M-V def2-TZVPD RIJCOSX def2/J DEFGRID3
* xyz -1 1
H -3.6834 -1.5405 -2.8679
H -1.6190 -0.1412 1.0027
H 1.1274 -6.5822 2.8080
H 0.2431 -0.5384 2.8658
S 1.1547 -5.4407 1.9766
H -1.1804 1.2005 -3.3248
H -0.9005 -3.1913 2.8134
H 0.0737 -0.0962 -3.9307
H 0.8975 3.3936 -0.5685
H 0.8479 2.1335 1.4040
C 1.9644 1.7383 1.4472
C 0.6407 0.7790 -1.8436
C -2.4947 0.6407 0.7966
Br 0.7970 -4.1557 5.5960
C 1.6192 2.0284 -2.3372
C -0.4681 0.3309 -2.9845
C -3.0804 -0.5204 -2.7432
C -3.7752 0.5075 -1.6526
C 2.0775 0.1034 1.4896
H -3.6647 -1.2130 -0.1362
H 3.2428 -0.1486 1.5467
H -3.0713 -0.0320 -3.8325
H 1.8061 -0.0426 3.8119
H 2.9227 -2.2103 3.5784
H -1.2792 -0.8770 -1.2230
H -4.9131 0.6499 -1.9760
H 1.3780 -0.1263 -1.6334
H -4.7402 0.3211 0.4285
H 2.6318 1.5396 -2.7296
H 2.5135 3.9852 -1.3423
C -3.7334 -0.0357 -0.0978
H 1.6694 -0.3942 0.5119
H -2.8804 1.0125 1.8540
C 1.9197 3.0043 -1.0132
H -1.2627 -1.9138 -2.8363
H 3.8139 2.8353 0.4120
Al 0.5715 -3.5752 3.2469
H 2.5287 2.2403 2.3718
H 1.0778 2.5962 -3.2069
H 3.2519 1.2473 -0.4334
H 0.0598 1.1275 -0.8719
C 1.9984 -2.1555 2.8543
C 2.8492 2.2272 0.1150
H -2.1095 1.5783 0.2021
H -3.1826 1.5337 -1.7594
C -1.4841 -0.8530 -2.3825
C 1.4121 -0.5952 2.8298
H 2.4326 -2.3751 1.7645
*
```

---

No. 3
Formula: C14H31CoNO5SSi
Source: the OMol25 dataset
Level of theory: wB97M-V/def2-TZVPD

Summary:
Energy above the lowest of the compared OMol25 structures with the same formula, charge and spin ... 0.074 eV
Calculated total energy ... -83087.6379 eV
HOMO-LUMO gap (spin up / spin down) ... 0.2767 / 0.2842 Ha
LUMO level (spin up / spin down) ... -5.452 / -5.217 eV
Highest occupied orbital energy (spin up / spin down) ... -12.98 / -12.95 eV

Geometry as ORCA input:
```
! wB97M-V def2-TZVPD RIJCOSX def2/J DEFGRID3
* xyz 1 1
H 1.7818 -4.4640 2.5909
C -0.3420 -0.2649 -3.6156
H -0.5968 -2.4530 2.9433
H 0.4903 -2.6310 -2.5111
C 1.3200 -2.4672 1.9450
C 0.4207 -2.0964 3.1146
H 2.5423 2.6660 0.2890
C -4.6767 1.1548 -1.4112
H -0.7566 0.7464 -3.6060
O 0.9018 0.7244 1.0121
H -1.1553 -0.9999 -3.5846
S -2.0436 -0.4134 0.8196
C 0.2101 2.1766 2.7927
C 1.6349 0.6351 -2.3717
H -5.1405 1.3126 -0.4396
H 2.6885 -0.8153 2.1916
C -0.1723 2.8392 0.4094
C 2.7189 -1.9028 2.1223
H 2.2550 0.6174 -3.2677
H 1.1479 1.6082 -2.3079
H 0.2057 2.7905 -0.6119
O 0.7526 -1.9007 0.7205
H 0.0965 3.2109 3.1167
H 0.1802 -0.4025 -4.5611
H -0.2612 3.8894 0.6873
H -4.2260 -0.6629 -2.3118
H 2.8322 2.1496 1.9575
H 3.1635 -2.2969 3.0364
C 0.6077 -0.4755 -2.4497
C -3.6526 2.2456 -1.6231
H 0.3986 -1.0126 3.2587
H 0.8877 1.6694 3.4805
H -5.4426 1.2417 -2.1791
H 2.2821 0.5106 -1.5022
H 0.7912 -2.5494 4.0336
Co -2.1089 0.0782 -1.2929
Si 0.0723 -0.4925 0.4147
H 1.9503 -4.2071 0.8470
N -3.9991 -0.1726 -1.4493
C 1.3489 -3.9661 1.7236
H 1.8546 -1.9250 -3.3963
C 0.7574 2.1315 1.3766
O -2.4073 1.7641 -1.7552
H -0.7675 1.6934 2.8424
O -0.2590 -0.4075 -1.2348
H -4.3202 -0.7568 -0.6817
H 2.1491 3.7510 1.6315
C 2.1587 2.7100 1.3091
O -3.9308 3.4018 -1.6633
H 3.3542 -2.1838 1.2817
H 1.8882 -2.0107 -1.6283
H 0.3399 -4.3486 1.5677
H -1.1723 2.4074 0.4337
C 1.2482 -1.8470 -2.4944
*
```

---

No. 4
Formula: C14H31NO5P2
Source: the OMol25 dataset
Level of theory: wB97M-V/def2-TZVPD

Summary:
Calculated total energy ... -45315.4667 eV
HOMO-LUMO gap (spin up / spin down) ... 0.2701 / 0.2964 Ha
LUMO level (spin up / spin down) ... -3.950 / -3.951 eV
Highest occupied orbital energy (spin up / spin down) ... -11.30 / -12.02 eV

Geometry as ORCA input:
```
! wB97M-V def2-TZVPD RIJCOSX def2/J DEFGRID3
* xyz 1 2
C 1.0731 2.9555 -1.1844
C -0.2605 -2.9199 0.6761
H -5.2517 -2.4850 1.7648
N 1.7783 1.7377 -0.6738
O -2.7826 -1.2415 -3.0529
H -0.6619 -5.1022 1.0612
C 2.3385 2.9092 1.4953
O 0.8412 0.8963 -0.1595
H 4.1326 0.8092 1.7023
P -1.2359 -1.6471 -2.3634
C -0.6800 -4.1337 1.6941
H 4.9238 2.5512 0.4708
C 2.8183 1.9590 0.3783
H 0.0349 -1.9698 1.2591
H 2.5367 4.8255 0.5080
H -4.5109 -2.9915 0.1439
H 0.6578 -3.2224 0.0691
C -2.2171 -4.0045 2.2206
H -0.9939 2.1770 -1.3823
O -0.6084 -2.8075 -3.4837
H 2.7334 3.0076 -2.6383
H 2.5093 0.1621 1.6354
H 1.4249 4.0813 -3.0543
H -2.3818 -3.8998 -0.8241
H -1.3679 -3.4097 -3.6893
H 1.5778 2.4109 2.1087
C -0.2024 2.6081 -2.0021
H 3.1666 3.1428 2.1726
H -2.6744 -1.8367 0.2198
C 1.9888 3.6823 -2.2064
C -5.1539 -3.3480 1.0161
H 4.4407 1.9076 -1.0966
C 0.6489 3.9225 -0.0575
O -3.0940 -4.9012 1.4888
H 0.3078 4.8699 -0.4885
C -4.4805 -4.6167 1.7163
H -6.1703 -3.6447 0.5815
H 0.0283 -4.1821 2.5893
H -2.2027 -4.3884 3.3137
H 1.3422 4.7929 1.7842
H -0.2091 3.5071 0.4830
H 2.5127 4.5343 -1.7668
H -3.3955 -1.9765 -2.7805
H -2.5814 -2.9167 2.2757
C 1.7525 4.2078 0.9553
H 0.0237 1.9079 -2.8118
H -0.6284 3.5101 -2.4515
O -5.1394 -5.4096 2.4344
C 3.2884 0.6331 1.0302
H 3.6156 -0.0847 0.2714
P -1.7272 -2.6494 -0.4777
C 4.1084 2.5283 -0.2589
H 4.0064 3.5518 -0.6155
*
```